Here is a structure of composition C41H56HfN8S2SeSi from the Open Molecules 2025 dataset. Energies are from ωB97M-V with the def2-TZVPD basis set.

The LUMO energy is -6.18 eV. Its net charge is +2. As for the total energy: -151537.34428 eV.

Each line ends with the Löwdin charge.
Positions of all 110 atoms, in Å:
Hf: 2.63330 -1.07325 -0.13383  1.267
C: 2.29484 0.83699 2.56120  -0.143
C: 3.54043 0.04370 2.41622  -0.222
N: 3.21417 -1.37040 2.18983  -0.162
C: 2.40740 -1.99801 3.22695  -0.270
C: 1.56302 -3.01969 2.62762  -0.434
S: 0.53788 -2.33487 1.33067  0.923
C: -0.28694 -1.00362 2.22642  -0.389
C: -0.05559 0.33749 1.54374  -0.259
N: 1.39139 0.61283 1.31610  -0.127
H: 1.71373 0.58780 3.45302  0.115
H: 2.52948 1.89073 2.70356  0.132
H: 4.13130 0.43747 1.60079  0.062
H: 4.08676 0.15515 3.38935  0.165
H: 4.09411 -1.89443 2.19165  0.113
H: 3.05635 -2.46056 4.02679  0.170
H: 1.82129 -1.22950 3.72589  0.093
H: 2.05817 -3.88139 2.16803  0.098
H: 0.96080 -3.46658 3.39358  0.100
H: -1.36786 -1.09824 2.37425  0.087
H: 0.22240 -0.93366 3.16300  0.053
H: -0.51111 0.37169 0.58874  0.018
H: -0.38325 1.10858 2.22462  0.135
H: 1.43686 1.54489 0.90926  0.046
C: 3.43727 -5.20681 -2.07767  0.002
C: 2.82944 -3.95370 -1.53019  -0.219
N: 3.39710 -3.19413 -0.65362  -0.156
N: 4.54241 -3.63673 -0.05516  -0.008
C: 5.42143 -2.68040 0.12719  -0.775
N: 6.50875 -2.84060 0.92447  0.113
S: 5.13956 -1.02561 -0.52046  0.609
C: 1.62031 -3.32720 -2.20620  -0.205
C: 0.82045 -4.00643 -3.09258  0.030
C: -0.33238 -3.37083 -3.61262  0.018
C: -0.58519 -2.06571 -3.22428  -0.045
C: 0.27642 -1.42915 -2.29607  -0.147
N: 1.38936 -2.04304 -1.80580  -0.055
H: 2.71044 -5.98649 -2.25985  0.080
H: 4.25163 -5.57042 -1.35492  0.113
H: 3.88295 -4.99637 -3.04071  0.105
H: 6.73224 -3.78342 1.18742  0.114
H: 7.28265 -2.27496 0.72463  0.077
H: 1.02825 -5.06456 -3.32951  0.133
H: -0.99631 -3.86281 -4.31836  0.132
H: -1.50739 -1.54808 -3.42781  0.085
H: 0.10470 -0.39327 -1.98156  0.057
C: -4.09128 -4.05990 -0.71188  -0.110
C: -5.17003 -3.05111 -0.28223  -0.251
C: -5.22125 -2.80433 1.23804  -0.192
C: -4.02023 -2.02588 1.68641  -0.151
N: -4.16595 -0.53989 1.43803  0.011
C: -3.60501 0.15087 0.43795  -0.646
Se: -2.50706 -0.65252 -0.84023  0.761
N: -3.79796 1.45868 0.62109  -0.007
C: -3.39382 2.50166 -0.34527  -0.126
C: -4.44472 2.80079 -1.47209  -0.150
C: -5.79227 3.38467 -0.92355  -0.227
C: -5.62127 4.84368 -0.41794  -0.100
C: -4.46789 1.65866 1.81303  -0.178
C: -4.84450 2.76154 2.48935  -0.011
C: -5.48036 2.61623 3.70310  -0.049
C: -5.79123 1.35673 4.23293  -0.059
C: -5.48637 0.23782 3.50288  -0.003
C: -4.75898 0.41296 2.32913  -0.119
H: -4.05101 -4.11809 -1.77379  0.057
H: -4.22730 -5.01295 -0.25133  0.064
H: -3.04775 -3.75415 -0.45755  0.051
H: -6.21330 -3.38174 -0.49639  0.124
H: -4.90957 -2.10579 -0.74854  0.048
H: -5.30390 -3.75618 1.71748  0.107
H: -6.20669 -2.34101 1.47382  0.131
H: -3.09311 -2.22420 1.22865  0.033
H: -3.91795 -2.19342 2.79389  0.139
H: -2.39135 2.22679 -0.70814  0.090
H: -3.32815 3.41517 0.24286  0.106
H: -4.73662 1.88486 -1.99844  0.102
H: -3.93882 3.41220 -2.22333  0.114
H: -6.13352 2.73032 -0.20519  0.061
H: -6.55787 3.38198 -1.70407  0.113
H: -4.86390 4.96702 0.41282  0.060
H: -6.59385 5.29352 -0.12091  0.083
H: -5.26648 5.44374 -1.28417  0.081
H: -4.74836 3.74467 2.07510  0.096
H: -5.74214 3.52458 4.20103  0.109
H: -6.31614 1.33447 5.17628  0.115
H: -5.66756 -0.78916 3.84745  0.124
C: 4.40099 4.73977 1.45977  -0.040
C: 5.24258 3.73969 0.89708  -0.070
C: 4.75239 2.82646 -0.00615  -0.143
C: 3.39572 2.79462 -0.34193  -0.341
C: 2.54958 3.77753 0.27690  -0.124
C: 3.04144 4.68957 1.16734  -0.096
Si: 2.78303 1.40371 -1.49015  0.593
C: 3.43337 1.69208 -3.18943  -0.351
C: 3.45424 2.99545 -3.71450  -0.088
C: 3.85835 3.22976 -5.03963  -0.048
C: 4.21302 2.17002 -5.88447  -0.063
C: 4.25388 0.89324 -5.37316  -0.096
C: 3.91147 0.65488 -4.04784  -0.118
H: 4.82230 5.42218 2.18418  0.108
H: 6.28879 3.61890 1.13487  0.106
H: 5.47094 2.04112 -0.36916  0.103
H: 1.51488 3.76106 0.11184  0.079
H: 2.36673 5.46439 1.45608  0.105
H: 1.31923 1.52548 -1.38097  -0.044
H: 3.14758 3.77993 -3.03472  0.097
H: 3.86270 4.23391 -5.34676  0.092
H: 4.41125 2.29469 -6.92411  0.105
H: 4.56947 0.01601 -5.95843  0.115
H: 3.80863 -0.40013 -3.67672  0.087



Here is a cluster of 12 separate species, C6H38N2O11 in total from the Open Molecules 2025 dataset. Energies are from ωB97M-V with the def2-TZVPD basis set.

The LUMO energy is 0.22 eV. Its net charge is 0. Its SMILES is CCNCCNCC.O.O.O.O.O.O.O.O.O.O.O. As for the total energy: -32338.46546 eV.

Each line ends with the Löwdin charge.
Positions of all 57 atoms, in Å:
C: -0.88541 0.21941 1.12986  -0.221
N: -1.48137 1.45773 0.49554  -0.104
C: -2.50429 1.97064 1.34822  -0.304
C: -1.98245 2.92010 2.47878  -0.097
C: 0.25021 -0.38716 0.38270  -0.274
N: -0.00912 -0.65111 -1.03876  -0.044
C: 1.33714 -0.77481 -1.73034  -0.256
C: 1.98505 -2.13345 -1.51091  -0.073
H: -0.72902 0.44883 2.24439  0.132
H: -1.68617 -0.63320 1.16374  0.124
H: -0.68624 2.08248 0.26293  0.103
H: -3.12169 2.50642 0.60270  0.110
H: -3.11902 1.14221 1.77736  0.121
H: -2.39946 3.90142 2.27089  0.043
H: -0.90601 3.17431 2.28416  0.068
H: -2.18727 2.63622 3.60552  0.103
H: 1.06707 0.30730 0.62284  0.103
H: 0.63889 -1.31810 0.85101  0.100
H: -0.65756 0.11071 -1.37017  0.070
H: 1.25947 -0.62622 -2.71108  0.062
H: 2.04147 -0.04661 -1.32167  0.090
H: 1.15571 -2.77989 -1.43047  0.038
H: 2.53438 -2.14242 -0.54465  0.062
H: 2.86291 -2.42690 -2.19054  0.108
H: 2.64389 -3.42905 2.12555  0.022
H: 1.44928 -4.27697 2.47474  0.095
O: 1.91189 -3.43110 2.68842  -0.021
H: 4.52050 -0.83772 1.95287  0.006
H: 4.37180 0.55976 1.05101  -0.005
O: 4.04794 -0.18439 1.49567  -0.030
H: -0.40863 2.48214 -1.88165  -0.030
H: 0.63765 1.54953 -1.86238  0.041
O: 0.44876 2.48529 -2.03460  0.013
H: -3.57140 -1.97238 -2.03825  0.019
H: -2.66509 -2.03016 -3.31324  0.112
O: -3.65398 -1.77641 -3.05578  -0.169
H: -2.46909 -3.04954 -0.32722  0.057
H: -3.93674 -3.55672 -0.53231  0.006
O: -3.47480 -2.76893 -0.55529  -0.083
H: 2.43256 2.79934 0.53895  -0.005
H: 2.75699 2.55344 2.06100  0.066
O: 2.79835 2.15720 1.16133  -0.073
H: 2.12088 2.10101 -2.75547  0.063
H: 3.03516 1.69452 -3.78629  -0.033
O: 2.91292 1.47654 -2.93468  -0.029
H: 0.79084 4.00129 -0.88158  -0.008
H: 1.15940 5.12435 -0.10069  0.047
O: 1.54967 4.31517 -0.41485  -0.033
H: -0.68767 -1.80863 3.45346  0.044
H: 0.40224 -2.57270 2.61695  0.023
O: -0.53868 -2.22416 2.61519  -0.085
H: -1.32150 -3.18478 0.89533  0.068
H: -0.72933 -2.42405 -0.25889  0.007
O: -0.92619 -3.34838 -0.01594  -0.071
H: -3.22105 -0.07591 -2.53757  -0.039
H: -2.61817 0.19912 -1.28255  0.042
O: -2.54560 0.49540 -2.23330  -0.082



Here is a cluster of 2 separate species, C11H17N4 in total from the Open Molecules 2025 dataset. Energies are from ωB97M-V with the def2-TZVPD basis set.

The LUMO energy is -3.26 eV. Its net charge is +1. As for the total energy: -17635.74764 eV.

Each line ends with the Löwdin charge.
Positions of all 32 atoms, in Å:
C: 0.99976 -1.11272 -4.21913  -0.070
C: 1.52627 -0.68404 -0.63620  -0.230
C: 2.06457 -0.61771 -1.98425  -0.117
C: 0.92319 -0.90649 -2.79139  -0.260
C: -0.25285 -0.94767 -2.02394  -0.031
C: 2.36293 -0.57639 0.45787  -0.050
C: 3.69881 -0.28124 0.24425  -0.098
C: 4.28284 -0.20364 -1.04349  -0.077
C: 3.43256 -0.55341 -2.06562  -0.053
N: 0.16047 -0.71055 -0.71471  0.027
H: 1.75778 -0.58272 1.37246  0.106
H: 4.17411 0.34238 1.04930  0.118
H: -0.30767 -0.99165 0.12621  0.127
H: 5.36167 -0.03123 -1.15563  0.114
H: -1.26844 -1.14355 -2.30035  0.106
H: 3.94343 -0.72280 -3.01577  0.117
H: 1.78271 -0.47211 -4.71209  0.099
H: 0.10481 -0.96511 -4.79353  0.068
H: 1.37376 -2.17012 -4.40865  0.112
C: -2.50862 0.88476 4.23376  -0.069
C: -2.96892 1.08760 1.84402  -0.433
N: -3.40365 0.67640 3.04715  0.051
N: -2.08712 2.08414 1.68656  0.212
N: -3.47811 0.43766 0.76952  0.173
H: -3.78962 -0.25727 3.06560  0.152
H: -1.64595 2.54363 2.58855  0.187
H: -1.59808 2.30304 0.83177  0.132
H: -3.06297 0.56248 -0.16257  0.128
H: -4.46412 0.26749 0.58238  0.140
H: -2.67617 1.83654 4.79738  0.104
H: -1.45348 0.50607 4.20481  0.114
H: -2.98391 0.39821 5.12573  0.103